P) DFT (the ωB97M-V functional and the def2-TZVPD basis) results for one molecule with the formula C4H4N2O2.

For the lowest unoccupied orbital energy, the calculation gives 0.75 eV. The structure (SMILES) is C=COc1ncno1.

Geometry as ORCA input:
```
! RIJCOSX wB97M-V def2-TZVPD def2/J DEFGRID3
* xyz 0 1
O 0.905 -1.051 -0.079
O -0.304 0.898 -0.046
N -1.406 -1.109 0.191
N -1.685 1.067 -0.068
C 2.268 -0.389 -0.055
C 2.359 0.877 0.200
C -2.278 -0.042 0.020
C -0.234 -0.420 -0.038
H 3.354 1.314 -0.430
H 2.774 -1.322 -0.231
H -3.303 -0.140 -0.365
H 1.324 1.500 0.400
*
```

---

Q) DFT (the ωB97M-V functional and the def2-TZVPD basis) results for one molecule with the formula C4H4N2O2.

For the lowest unoccupied orbital energy, the calculation gives 0.05 eV. The structure (SMILES) is O=C1NC=N/C1=C/O.

Geometry as ORCA input:
```
! RIJCOSX wB97M-V def2-TZVPD def2/J DEFGRID3
* xyz 0 1
O 0.761 1.736 -0.216
O 2.596 -0.143 0.158
N -1.022 -1.314 -0.110
N -1.359 0.862 0.102
C 0.224 -0.592 -0.117
C 1.552 -0.944 -0.066
C -1.908 -0.383 0.011
C -0.081 0.790 -0.006
H 1.708 -1.975 -0.290
H 2.354 0.798 0.161
H -1.833 1.852 0.121
H -2.994 -0.687 0.252
*
```

---

Which one sits at the top of the stability order? Q) does.

---

P) DFT (the ωB97M-V functional and the def2-TZVPD basis) results for one molecule with the formula C4H4N2O2.

For the lowest unoccupied orbital energy, the calculation gives 0.09 eV. The structure (SMILES) is O/N=c1/nccco1.

Geometry as ORCA input:
```
! RIJCOSX wB97M-V def2-TZVPD def2/J DEFGRID3
* xyz 0 1
O 0.577 1.006 -0.066
O 2.873 0.294 0.057
N 2.051 -0.858 -0.118
N -0.186 -1.343 -0.166
C -0.784 1.279 -0.087
C -1.680 0.313 -0.071
C 0.877 -0.338 -0.194
C -1.385 -1.083 0.122
H 3.699 -0.114 0.294
H -2.867 0.356 0.178
H -1.045 2.256 -0.109
H -2.129 -1.768 0.161
*
```

---

Q) DFT (the ωB97M-V functional and the def2-TZVPD basis) results for one molecule with the formula C4H4N2O2.

For the lowest unoccupied orbital energy, the calculation gives 0.80 eV. The structure (SMILES) is [H]/N=c1\occn1C=O.

Geometry as ORCA input:
```
! RIJCOSX wB97M-V def2-TZVPD def2/J DEFGRID3
* xyz 0 1
O -1.713 0.162 0.121
O 2.709 -0.353 -0.149
N -0.273 1.985 -0.148
N 0.479 -0.151 0.136
C -1.450 -1.227 -0.094
C -0.052 -1.370 -0.067
C 1.756 0.277 0.174
C -0.483 0.801 0.077
H 0.623 -2.152 -0.001
H 1.812 1.344 0.533
H -1.083 2.588 -0.466
H -2.325 -1.903 -0.117
*
```

---

Which one sits at the top of the stability order? Q) does.

---

P) DFT (the ωB97M-V functional and the def2-TZVPD basis) results for one molecule with the formula C2H4N2O2.

For the lowest unoccupied orbital energy, the calculation gives 0.64 eV. The structure (SMILES) is NC(=O)NC=O.

Geometry as ORCA input:
```
! RIJCOSX wB97M-V def2-TZVPD def2/J DEFGRID3
* xyz 0 1
O 0.984 -1.589 1.186
O -1.411 1.256 -0.962
N 1.180 0.443 0.145
N -0.720 -0.839 -0.275
C -1.475 0.351 -0.162
C 0.563 -0.728 0.460
H -2.120 0.392 0.730
H 2.081 0.666 0.536
H 0.695 1.120 -0.431
H -0.457 -0.933 -1.257
*
```

---

Q) DFT (the ωB97M-V functional and the def2-TZVPD basis) results for C2H4N2O2 as an isolated structure.

For the lowest unoccupied orbital energy, the calculation gives 0.18 eV.

Geometry as ORCA input:
```
! RIJCOSX wB97M-V def2-TZVPD def2/J DEFGRID3
* xyz 0 1
O 1.639 1.026 -1.432
O -0.257 1.487 0.417
N -0.143 -0.454 -0.971
N -0.881 -0.645 0.197
C -0.520 0.394 1.038
C 0.897 0.491 -0.670
H 1.204 0.029 0.540
H -0.893 -1.585 0.579
H -0.963 0.373 2.038
H -0.082 -1.117 -1.735
*
```

---

R) DFT (the ωB97M-V functional and the def2-TZVPD basis) results for one molecule with the formula C2H4N2O2.

For the lowest unoccupied orbital energy, the calculation gives 0.75 eV. The structure (SMILES) is [H]/N=C1\NOCO1.

Geometry as ORCA input:
```
! RIJCOSX wB97M-V def2-TZVPD def2/J DEFGRID3
* xyz 0 1
O -0.629 0.004 -0.959
O 1.423 0.518 -0.165
N 0.686 -0.126 0.882
N -1.470 -1.199 0.856
C -0.564 -0.496 0.310
C 0.390 1.006 -0.974
H 0.727 1.140 -2.000
H -0.031 1.927 -0.538
H 0.559 0.581 1.631
H -1.087 -1.605 1.705
*
```

---

Which one sits at the top of the stability order? P) does.

---

P) DFT (the ωB97M-V functional and the def2-TZVPD basis) results for one molecule with the formula C2H3O2P.

For the lowest unoccupied orbital energy, the calculation gives 0.00 eV. The structure (SMILES) is O=CPC=O.

Geometry as ORCA input:
```
! RIJCOSX wB97M-V def2-TZVPD def2/J DEFGRID3
* xyz 0 1
P -0.233 0.785 1.174
O -1.533 0.075 -1.156
O 2.125 0.224 -0.572
C 1.249 -0.365 -0.104
C -1.292 -0.137 0.026
H -1.340 -1.189 0.378
H 0.899 -1.302 -0.090
H 0.125 1.909 0.344
*
```

---

Q) DFT (the ωB97M-V functional and the def2-TZVPD basis) results for C2H3O2P as an isolated structure.

For the lowest unoccupied orbital energy, the calculation gives -0.86 eV.

Geometry as ORCA input:
```
! RIJCOSX wB97M-V def2-TZVPD def2/J DEFGRID3
* xyz 0 1
P -0.553 -0.341 1.167
O -0.588 0.645 -0.083
O -1.877 -1.241 0.817
C 2.081 0.796 -1.396
C 0.979 0.894 -0.956
H -1.708 -2.093 0.408
H -1.330 0.534 1.960
H 2.995 0.805 -1.917
*
```

---

R) DFT (the ωB97M-V functional and the def2-TZVPD basis) results for a 2-piece molecular cluster, C2H3O2P overall.

For the lowest unoccupied orbital energy, the calculation gives -1.22 eV. The structure (SMILES) is C#P=O.C=O.

Geometry as ORCA input:
```
! RIJCOSX wB97M-V def2-TZVPD def2/J DEFGRID3
* xyz 0 1
P -1.601 0.318 0.316
O 0.834 0.325 0.328
O -1.714 1.753 0.110
C 1.875 0.254 -0.223
C -2.363 -0.993 -0.160
H 2.649 0.991 -0.010
H -1.943 -1.935 0.320
H 2.263 -0.714 -0.679
*
```

---

S) DFT (the ωB97M-V functional and the def2-TZVPD basis) results for one molecule with the formula C2H3O2P.

For the lowest unoccupied orbital energy, the calculation gives 0.69 eV. The structure (SMILES) is C#COPO.

Geometry as ORCA input:
```
! RIJCOSX wB97M-V def2-TZVPD def2/J DEFGRID3
* xyz 0 1
P -0.743 0.883 0.775
O 0.350 0.476 -0.403
O -1.972 -0.167 0.545
C 1.122 -0.699 -0.072
C 1.689 -1.739 0.050
H 2.405 -2.543 0.216
H -1.068 2.020 -0.017
H -2.299 -0.644 -0.257
*
```

---

Which one sits at the top of the stability order? S) does.

---

P) DFT (the ωB97M-V functional and the def2-TZVPD basis) results for a 2-piece molecular cluster, C6H12O2 overall.

For the lowest unoccupied orbital energy, the calculation gives 0.76 eV. The structure (SMILES) is CC/C=C/C=C/O.O.

Geometry as ORCA input:
```
! RIJCOSX wB97M-V def2-TZVPD def2/J DEFGRID3
* xyz 0 1
O 2.028 -3.476 0.633
O 3.269 0.947 1.941
C 0.741 -1.447 0.502
C -2.067 0.902 -0.905
C -1.969 2.427 -0.978
C 1.048 -2.685 0.133
C -0.736 0.233 -0.702
C -0.541 -0.755 0.160
H 3.843 1.353 1.287
H -1.755 2.840 0.014
H -2.767 0.627 -0.128
H 0.087 0.570 -1.331
H -2.520 0.527 -1.838
H -2.921 2.845 -1.302
H 1.232 -0.919 1.300
H -1.153 2.751 -1.616
H 2.508 0.587 1.469
H 0.432 -3.251 -0.562
H 2.640 -2.968 1.194
H -1.396 -1.107 0.729
*
```

---

Q) DFT (the ωB97M-V functional and the def2-TZVPD basis) results for a 2-piece molecular cluster, C6H12O2 overall.

For the lowest unoccupied orbital energy, the calculation gives 0.74 eV. The structure (SMILES) is C/C=C/C=C(/C)O.O.

Geometry as ORCA input:
```
! RIJCOSX wB97M-V def2-TZVPD def2/J DEFGRID3
* xyz 0 1
O -3.659 0.549 -2.010
O 1.642 -1.796 1.518
C 0.186 0.857 -1.297
C 0.640 -0.630 3.348
C 0.892 -0.711 1.870
C 0.428 0.928 -2.808
C 0.557 0.178 0.938
C 0.981 0.181 -0.476
H -0.403 0.247 -3.254
H 1.759 -2.473 2.185
H 1.406 0.691 -3.174
H -0.591 1.586 -1.051
H 1.317 0.046 3.828
H -3.392 -0.106 -1.356
H 1.672 -0.602 -0.726
H -0.282 0.859 1.155
H 0.721 -1.539 3.920
H 0.202 1.889 -3.306
H -0.371 -0.247 3.559
H -3.705 0.094 -2.864
*
```

---

R) DFT (the ωB97M-V functional and the def2-TZVPD basis) results for a 2-piece molecular cluster, C6H12O2 overall.

For the lowest unoccupied orbital energy, the calculation gives 0.77 eV. The structure (SMILES) is CC(C)=O.CC(C)=O.

Geometry as ORCA input:
```
! RIJCOSX wB97M-V def2-TZVPD def2/J DEFGRID3
* xyz 0 1
O -2.561 4.265 3.156
O 0.053 -3.026 -2.588
C -2.190 2.585 1.562
C -0.808 4.911 1.702
C 0.975 -4.033 -0.655
C 1.074 -3.448 -2.025
C -1.877 3.939 2.207
C 2.394 -3.661 -2.739
H 1.495 -5.005 -0.695
H 0.057 4.888 2.387
H 3.073 -4.238 -2.089
H 2.253 -4.216 -3.681
H -0.014 -4.182 -0.190
H -1.209 2.176 1.266
H -2.626 1.930 2.335
H -1.200 5.941 1.666
H -2.853 2.580 0.681
H 2.867 -2.691 -2.970
H 1.561 -3.345 -0.023
H -0.464 4.629 0.693
*
```

---

S) DFT (the ωB97M-V functional and the def2-TZVPD basis) results for one molecule with the formula C6H12O2.

For the lowest unoccupied orbital energy, the calculation gives 0.94 eV. The structure (SMILES) is COC1(OC)CCC1.

Geometry as ORCA input:
```
! RIJCOSX wB97M-V def2-TZVPD def2/J DEFGRID3
* xyz 0 1
O -0.465 -0.062 -1.414
O -0.929 -1.047 0.593
C 0.982 0.612 0.581
C 1.902 -0.595 0.948
C 0.030 -0.419 -0.148
C 1.208 -1.414 -0.149
C -2.100 -0.293 0.831
C -0.666 1.321 -1.705
H 1.642 -0.977 1.946
H 2.984 -0.429 0.860
H -1.895 0.611 1.388
H -1.277 1.387 -2.614
H 1.815 -1.441 -1.075
H 0.889 -2.431 0.096
H -2.554 -0.029 -0.146
H -2.778 -0.876 1.430
H 0.280 1.852 -1.923
H 0.593 1.166 1.438
H 1.522 1.266 -0.067
H -1.181 1.798 -0.869
*
```

---

Which one sits at the top of the stability order? R) does.

---

P) DFT (the ωB97M-V functional and the def2-TZVPD basis) results for a 2-piece molecular cluster, C6H12O2 overall.

For the lowest unoccupied orbital energy, the calculation gives 0.76 eV. The structure (SMILES) is C[C@@H](O)[C@@H]1CO1.C=C.

Geometry as ORCA input:
```
! RIJCOSX wB97M-V def2-TZVPD def2/J DEFGRID3
* xyz 0 1
O 0.097 1.312 0.148
O 0.755 -1.658 2.232
C 0.572 1.549 1.572
C 0.825 0.309 0.860
C -1.476 0.907 -2.212
C -0.043 -1.882 0.005
C 0.063 -0.959 1.209
C -0.154 0.887 -2.456
H -0.634 -1.418 -0.774
H -0.948 -0.686 1.548
H 1.821 0.137 0.455
H 1.350 2.297 1.664
H 0.535 1.694 -2.245
H 0.252 0.215 -3.193
H 0.954 -2.081 -0.383
H -0.488 -2.824 0.316
H -0.224 1.600 2.308
H -2.154 0.181 -2.659
H 0.789 -1.110 3.032
H -1.891 1.529 -1.429
*
```

---

Q) DFT (the ωB97M-V functional and the def2-TZVPD basis) results for a 2-piece molecular cluster, C6H12O2 overall.

For the lowest unoccupied orbital energy (alpha / beta), the calculation gives -0.13 / -0.13 eV. The structure (SMILES) is C=C(C)O.CC(C)=O.

Geometry as ORCA input:
```
! RIJCOSX wB97M-V def2-TZVPD def2/J DEFGRID3
* xyz 0 1
O 1.173 0.755 -1.422
O -1.587 1.489 0.118
C -0.814 0.019 -1.599
C 0.965 0.254 -0.219
C 1.315 1.155 0.941
C -1.730 -0.844 0.622
C -1.134 0.218 -0.253
C 1.358 -1.193 0.031
H -2.823 -0.777 0.614
H 2.403 1.281 0.921
H 0.867 2.140 0.817
H 1.067 -1.846 -0.790
H 2.451 -1.206 0.092
H 1.017 0.737 1.904
H 0.967 -1.580 0.973
H -0.948 0.784 -2.352
H -1.078 2.151 -0.371
H -1.450 -1.841 0.285
H -1.399 -0.715 1.655
H -0.621 -0.980 -1.964
*
```

---

R) DFT (the ωB97M-V functional and the def2-TZVPD basis) results for C6H12O2 as an isolated structure.

For the lowest unoccupied orbital energy, the calculation gives -0.11 eV.

Geometry as ORCA input:
```
! RIJCOSX wB97M-V def2-TZVPD def2/J DEFGRID3
* xyz 0 1
O -0.467 2.105 0.087
O -3.143 2.877 -1.194
C 1.282 -0.160 0.021
C -2.218 0.590 1.012
C 2.305 -1.239 0.246
C -0.002 -0.284 0.405
C 2.275 -2.321 -0.891
C -0.903 0.843 0.605
H -3.374 2.157 -0.589
H -0.405 -1.266 0.672
H 1.661 0.867 -0.082
H 2.737 -1.799 -1.725
H -2.235 3.046 -0.926
H 1.208 -2.574 -1.070
H -2.714 1.320 1.637
H 3.345 -0.909 0.306
H -1.473 2.095 0.234
H 2.789 -3.268 -0.680
H 2.040 -1.751 1.188
H -2.711 -0.330 0.744
*
```

---

Which one sits at the top of the stability order? P) does.